Molecular formula: C51H44MnN5OPS
Method: DFT, ωB97M-V/def2-TZVPD

Geometry as XYZ:
```
104
Properties=species:S:1:pos:R:3:forces:R:3:mulliken_charge:R:1
Mn -0.82751 -0.14556 0.19458 -0.0467 -0.3191 0.3128 -1.094
S -3.48001 5.76552 -1.29224 -0.1071 0.1059 -0.0404 -0.259
P 1.40060 -0.43908 0.16348 0.1233 0.1654 -0.1533 2.868
O -1.45246 0.25437 2.25595 0.0306 -0.0437 -0.2235 -0.768
N -1.77370 -4.30372 -0.27644 0.0504 0.0069 0.0323 0.532
N -1.50504 1.83669 -0.14572 0.2109 -0.0407 -0.0129 -0.090
N -1.34595 -2.10904 0.38400 0.1191 0.2346 0.1181 2.137
N -1.78128 8.94922 1.48448 -0.0202 -0.0142 0.0070 -0.574
N -1.15675 -2.75438 -1.84781 0.0877 -0.0200 -0.0474 0.893
C -1.17502 -3.51327 3.82408 -0.0010 -0.0136 0.0228 -0.960
C -1.40350 -3.02026 -0.55380 -0.1682 -0.0213 0.0556 -0.620
C -2.80357 6.98697 -0.19582 0.0069 -0.0308 0.0501 0.219
C -3.20465 -5.88073 -1.45369 -0.0260 0.0032 -0.0186 0.744
C 2.17493 -2.18293 -1.88859 -0.0384 0.0093 -0.0147 -0.540
C -1.46327 8.91335 0.19607 0.0115 -0.0015 -0.0183 -0.356
C -2.70228 4.29381 -0.76511 0.0957 -0.1623 -0.0394 1.350
C 2.60864 -3.39573 -2.39995 -0.0160 0.0085 -0.0123 -0.995
C 2.87340 -4.46005 -1.54732 -0.0269 -0.0271 0.0114 -0.936
C -3.32586 -6.89750 -2.39540 -0.0063 0.0005 0.0148 -0.836
C 3.04383 3.16031 -0.77938 0.0446 -0.0042 -0.0153 -0.707
C 4.49697 1.51212 -1.74450 -0.0080 -0.0312 0.0152 -0.697
C -0.65960 -1.65127 -3.87770 0.0131 -0.0099 -0.0079 1.684
C -1.93996 7.95127 -0.68756 0.0182 -0.0126 0.0291 -0.103
C -2.48496 1.92979 -1.05628 -0.0423 -0.0022 -0.0948 -0.361
C -1.15000 2.96645 0.47279 -0.1672 -0.0336 0.1334 -1.292
C 2.21697 2.15073 -0.32029 -0.0071 -0.0242 -0.0121 -0.591
C -4.39523 -5.37473 -0.68830 0.0103 -0.0016 -0.0036 -1.137
C -0.06118 0.70695 -2.55413 0.0427 -0.0204 -0.0075 2.053
C -0.77454 -1.55314 -2.47527 0.0620 0.0529 -0.0489 0.178
C 0.94624 -0.07086 2.73534 -0.3001 0.0398 -0.0486 -0.661
C 2.00581 -2.01758 -0.51212 0.0044 -0.0682 0.0862 0.043
C -3.04928 -2.30388 2.12734 0.0040 -0.0016 -0.0013 1.952
C -0.81630 -3.14244 2.53688 -0.0065 -0.0079 0.0034 -0.088
C -0.48892 -0.37895 -1.77033 -0.0683 -0.0498 -0.1393 -0.714
C -0.28785 0.07435 1.95460 0.0959 0.1309 0.1759 1.201
C 3.44492 -0.43565 3.79339 -0.0010 0.0023 0.0290 -0.836
C -0.82605 -5.81039 -1.93355 -0.0193 -0.0014 0.0180 -0.060
C -1.69600 4.20245 0.19288 -0.0384 0.0266 0.0166 -0.853
C -0.96470 -2.93684 -4.60170 -0.0034 0.0031 0.0135 -1.524
C 1.10616 0.07551 4.10923 0.0104 -0.0025 0.0184 -0.498
C 3.26995 -0.58358 2.42548 -0.0056 -0.0162 -0.0570 -0.017
C -4.04195 -1.61477 1.23310 0.0296 -0.0081 0.0132 -1.277
C -2.61758 8.01806 1.94026 0.0176 0.0381 0.0192 -0.318
C 2.70677 -4.30667 -0.17906 -0.0013 0.0060 -0.0158 -0.747
C -2.22933 -7.35414 -3.11122 0.0152 0.0031 -0.0008 -0.751
C -1.93527 -5.34212 -1.23799 0.0150 0.0017 -0.0183 -0.321
C -3.39076 -2.68353 3.42160 -0.0031 -0.0075 -0.0104 -1.158
C 2.50945 0.81248 -0.57322 -0.0186 -0.0169 -0.0241 0.803
C 0.08155 0.63951 -3.92576 -0.0109 0.0238 0.0123 -1.326
C 2.37403 -0.11230 4.63064 -0.0112 -0.0044 -0.0211 -0.623
C 4.18692 2.83987 -1.50152 -0.0219 0.0313 0.0082 -0.698
C 1.99859 -0.40294 1.89878 0.0325 -0.0536 -0.1233 -0.197
C -0.97445 -6.80880 -2.88298 -0.0061 -0.0256 -0.0159 -0.665
C -2.46778 -3.28060 4.26783 -0.0029 0.0000 -0.0021 -0.957
C -0.22326 -0.54591 -4.58285 -0.0042 -0.0051 -0.0139 -1.066
C -3.10990 3.11018 -1.38508 -0.0126 0.0411 0.0644 -1.252
C 3.66643 0.49980 -1.27887 0.0626 0.0080 0.0056 -0.917
C -1.74125 -2.53909 1.69466 -0.0598 0.0413 -0.0100 -2.027
C -3.16410 7.02344 1.14526 -0.0104 0.0193 -0.0397 -0.134
C 2.28143 -3.08905 0.33548 -0.0063 0.0015 -0.0377 -0.678
H 3.21844 -5.40473 -1.94832 0.0016 0.0057 -0.0005 0.420
H -1.34335 5.07269 0.72688 0.0149 -0.0044 -0.0051 0.385
H 5.39178 1.25578 -2.29630 0.0002 0.0006 -0.0003 0.450
H 0.26134 0.32506 4.73758 0.0069 0.0006 0.0072 0.576
H -2.10935 -4.46210 0.66144 0.0228 -0.0235 -0.0079 0.314
H -4.02839 -2.02179 0.22093 -0.0122 -0.0054 -0.0015 0.122
H -0.41022 2.87655 1.25545 0.0792 -0.0133 0.0115 0.721
H -2.76412 1.01129 -1.55975 0.0136 0.0341 0.0149 0.374
H -3.80775 -0.54824 1.16191 -0.0106 -0.0038 -0.0043 0.099
H -0.44946 -3.98397 4.47463 0.0031 0.0019 -0.0045 0.506
H -0.11843 -0.61559 -5.65894 -0.0025 0.0033 0.0003 0.393
H 0.14686 -5.38586 -1.71575 0.0297 0.0029 0.0050 0.604
H 3.93526 -0.52991 -1.46826 0.0164 0.0264 0.0066 0.463
H 2.80136 4.19524 -0.57577 -0.0092 -0.0037 0.0029 0.455
H 4.10721 -0.82731 1.78281 0.0092 -0.0060 0.0179 0.562
H 2.18669 -2.97336 1.40722 -0.0080 0.0070 0.0101 0.315
H -4.51460 -4.29675 -0.81401 -0.0008 -0.0027 0.0051 0.172
H 4.42891 -0.56880 4.22397 0.0031 -0.0024 -0.0070 0.461
H -0.11304 -7.17053 -3.42886 0.0008 0.0044 0.0063 0.459
H -2.86974 8.07635 2.99278 -0.0041 -0.0084 -0.0004 0.375
H -3.85422 6.29936 1.55731 -0.0012 0.0028 0.0041 0.430
H -2.35479 -8.14067 -3.84318 0.0006 -0.0002 -0.0012 0.406
H 0.18328 1.64120 -2.06468 0.0286 0.0096 0.0109 0.445
H -4.29688 -5.56685 0.38298 -0.0037 0.0008 -0.0003 0.306
H 0.42519 1.50126 -4.48340 0.0036 -0.0003 -0.0037 0.500
H -0.78848 9.68606 -0.15394 -0.0004 -0.0011 -0.0027 0.369
H 0.18487 -3.32205 2.16718 0.0108 -0.0006 0.0008 0.450
H 1.32965 2.39690 0.24290 -0.0535 0.0418 0.0164 0.116
H -1.26466 -3.54558 -2.46219 0.0018 0.0045 0.0156 -0.465
H 4.83566 3.62481 -1.86700 0.0008 -0.0002 -0.0013 0.417
H -4.30153 -7.33197 -2.57504 -0.0015 0.0028 0.0027 0.401
H -2.75914 -3.56515 5.27013 -0.0016 0.0008 -0.0008 0.455
H -3.90165 3.10953 -2.12193 0.0108 0.0064 -0.0158 0.461
H -1.64116 7.95320 -1.72662 -0.0008 0.0136 -0.0037 0.409
H 2.54271 -0.00652 5.69377 0.0010 0.0024 0.0022 0.462
H 2.75053 -3.50409 -3.46792 -0.0017 -0.0024 0.0028 0.509
H -1.99248 -3.27179 -4.43154 -0.0023 -0.0070 -0.0035 0.352
H -0.29809 -3.74954 -4.29269 0.0006 0.0069 -0.0021 0.265
H -0.83958 -2.80544 -5.67432 0.0009 -0.0027 -0.0019 0.436
H 1.98876 -1.35636 -2.56353 -0.0627 -0.0109 -0.0087 0.751
H -4.39965 -2.50235 3.77266 -0.0003 0.0028 -0.0068 0.501
H -5.05158 -1.70982 1.62953 -0.0001 0.0091 0.0006 0.531
H 2.92180 -5.12876 0.49104 -0.0030 0.0031 0.0053 0.444
H -5.30660 -5.86180 -1.02881 -0.0015 0.0027 -0.0013 0.448
```
Positions in Å, forces in eV/Å.

Summary:
* orbital gap (alpha / beta): 7.97 / 7.79 eV
* HOMO energy (alpha / beta): -10.36 / -10.19 eV
* net charge: +1
* spin multiplicity: 1


Molecular formula: C51H45AsF6I2O2P2S2Ti
Method: DFT, ωB97M-V/def2-TZVPD

Geometry as XYZ:
```
112
Properties=species:S:1:pos:R:3:forces:R:3:mulliken_charge:R:1
I -2.62136 3.21896 -4.97255 0.0675 -0.0614 0.0461 0.021
I -0.52280 4.79841 -4.59169 -0.0176 -0.0114 0.0260 -0.092
As -2.70905 -2.24363 -3.69665 0.1168 0.0405 -0.5691 2.126
Ti -1.51566 -0.78052 -1.08467 0.4405 -0.5990 -0.2067 0.075
S 0.76796 1.44415 -1.82138 -0.7102 -0.6286 -0.3169 1.346
S -1.32088 -0.21396 2.01283 0.5763 -1.4074 0.2163 0.407
P -0.63226 -2.88307 0.42404 -0.0675 1.0018 1.2956 1.165
P -0.54229 3.07445 1.56347 -0.3498 0.1702 -0.7494 1.355
F -3.24397 -3.82330 -3.72145 -0.0638 -0.7581 -0.2242 -0.409
F -4.25090 -1.70800 -3.30439 -0.6259 0.6518 0.2201 -0.493
F -1.08902 -2.70173 -3.84875 0.6174 -0.4574 -0.0212 -0.331
F -1.97927 -0.67364 -3.17320 -0.1230 0.9018 0.2140 -0.508
F -2.47715 -2.42647 -1.80432 0.4522 -0.0847 0.3344 -0.563
F -2.85095 -1.75659 -5.30938 0.0968 -0.1289 0.2139 -0.418
O 0.10925 0.00663 -1.70488 0.2997 0.3043 -0.3548 -0.322
O -1.14083 0.25996 0.53844 -0.0201 0.1869 0.3706 1.925
C 0.26284 -4.10872 -0.50175 -0.0451 -0.3687 -0.2149 0.245
C -4.13512 5.03855 -0.56369 0.3811 -0.2415 -0.3276 -0.672
C 5.57410 0.23827 -0.84787 1.1926 -0.4752 0.3253 -0.845
C 3.06368 -0.86159 -0.56735 -1.5821 0.5636 0.8141 0.984
C 0.33129 -0.97931 2.32813 -1.3573 0.8271 -0.8280 0.731
C -4.38086 4.55755 0.71359 0.3780 0.2079 -0.5747 -0.983
C -1.88419 4.21190 -0.53483 -1.1144 0.2009 1.1302 -0.330
C -1.26968 3.21275 4.24254 -0.0211 -1.1098 1.7647 -0.844
C 1.80565 -2.74575 1.94667 -0.0104 -1.6163 -1.8741 -0.124
C -2.57439 -4.62493 3.63905 -1.7588 -0.1279 -0.6868 -0.857
C 4.16766 -1.66335 -0.53939 0.2933 -1.5372 -0.2046 -0.787
C 1.25729 -0.29303 3.08495 -0.2761 -1.0559 -0.3041 -0.839
C 2.46245 -0.92045 3.31138 0.0217 -0.4553 -0.8758 -0.919
C 0.29174 -5.38639 -0.00288 0.4173 -1.6319 1.2714 -0.301
C 1.60825 -4.88197 -2.36045 -1.0681 -0.4193 -0.0923 -1.317
C -1.84823 -3.67677 1.56320 -1.5358 -0.1577 -1.8840 0.870
C 0.58848 -2.17314 1.63781 -0.6051 0.5513 0.5193 -0.847
C 0.65971 6.99781 2.26469 -0.4664 -0.2021 -0.1038 -0.661
C -1.61387 -4.01726 2.88988 1.2929 1.0825 -0.6594 -0.206
C -1.15377 2.39594 3.13634 0.1144 0.8700 -1.0159 0.135
C 2.06505 1.47683 -0.60811 0.9086 0.9398 -0.5915 -0.215
C 4.47067 1.03123 -0.94763 -0.4100 0.6423 0.4250 -0.303
C 0.90231 -3.88008 -1.70910 0.2989 0.6174 -0.4300 0.621
C 2.57797 -0.77751 -4.03434 1.0407 1.0786 1.2109 0.145
C -1.53095 2.63480 5.49643 -0.5115 0.3812 0.8308 -0.613
C -1.81075 1.27304 5.61640 -0.6038 0.7636 0.5814 -1.037
C 1.91967 -1.96596 -6.01757 0.0567 1.4971 2.7245 -0.749
C 5.44479 -1.13728 -0.63309 -0.0625 0.5327 -0.5603 -0.853
C 2.69773 -1.87982 -4.82853 0.1367 -0.8836 -1.3017 -0.599
C 0.86563 0.12101 -5.34720 -0.9600 0.4734 -0.4904 0.070
C 2.74164 -2.15630 2.74212 0.0468 0.5295 0.9147 -0.877
C -3.13193 -3.97963 0.95475 2.3061 0.3414 1.5446 -0.694
C 3.22358 0.51303 -0.71740 -1.4080 -0.0307 -0.2374 0.185
C 0.29447 4.58940 2.06530 0.8378 0.7623 0.6909 -0.119
C 1.92551 6.80119 2.83435 0.4391 0.1528 0.0420 -0.579
C -3.29760 0.04546 -0.88051 -1.3997 1.1421 -0.7614 -0.907
C -3.30794 3.98301 1.38115 -0.2469 -1.5985 1.5805 -0.244
C -3.81714 -4.93318 3.07683 0.7401 -0.1229 -0.1937 -0.685
C 1.57055 4.42009 2.63480 0.0182 -1.0343 0.0290 -0.311
C 1.70975 0.28024 -4.28883 0.3079 -0.8919 0.5796 0.004
C -1.85027 0.54212 4.44967 0.5658 -1.5593 0.6397 -0.620
C 0.95103 -6.44587 -0.62262 -0.0080 3.7726 -1.8864 -1.121
C 1.71996 1.48810 -3.41961 -0.4971 0.9873 0.0472 -1.160
C 2.36948 5.47502 3.00006 -0.2438 0.7578 -0.0120 -0.597
C -2.05914 3.73365 0.77932 -0.5605 0.7794 -0.4311 0.634
C -1.46290 1.05219 3.23632 0.2999 0.8000 -0.1448 -0.031
C -2.90491 4.88293 -1.19254 0.3829 -0.4895 0.5910 -0.742
C 0.96120 -0.97640 -6.19260 0.1826 -0.2426 -0.7251 -0.775
C 1.57026 -6.17679 -1.84946 -0.0995 -0.1575 0.6497 -0.639
C -0.16383 5.90291 1.90567 0.7776 -0.4787 0.2049 -0.277
C -4.06683 -4.60931 1.74050 -1.3005 -0.8132 -0.3454 -0.572
H 4.02463 -2.75407 -0.47931 0.1656 0.5559 0.1516 0.448
H -4.89588 5.51592 -1.11511 -0.9352 0.5069 -0.4365 0.441
H -4.06696 -0.29414 -1.61916 0.7842 0.0785 0.7370 0.410
H 0.30943 -0.98859 -7.05245 -0.0816 -0.1603 -0.1036 0.467
H -0.66652 -3.74276 3.34915 -0.0527 -0.1503 -0.0611 0.484
H 0.94843 -7.34967 -0.16714 0.0348 -2.7702 1.0450 0.635
H 2.08324 -3.65443 1.39442 -0.1447 0.2009 0.4143 0.469
H -1.07463 4.25983 4.22290 0.1531 0.5636 -0.3741 0.581
H -3.29020 -3.75137 -0.08030 -0.2447 0.0160 -0.2912 0.368
H 0.23623 7.98574 2.06294 0.4189 -0.1960 0.2973 0.423
H 1.97420 3.40969 2.85714 -0.3962 0.5231 -0.4169 0.159
H 6.28564 -1.81211 -0.61991 0.2361 0.1476 0.1528 0.482
H -5.01256 -4.93287 1.25932 0.6051 0.3597 0.5261 0.408
H -3.17322 1.14472 -1.00482 0.2217 -0.4134 -0.0593 0.216
H 2.39335 2.55298 -0.73858 -0.0955 -0.9782 0.1335 0.654
H -1.92759 -0.52297 4.53732 -0.6401 -0.6008 0.0067 0.579
H 0.10958 0.87347 -5.54186 -0.0243 0.0351 -0.1642 0.332
H 1.98492 -6.99456 -2.40318 0.3665 -0.2111 -0.2377 0.458
H 3.26532 -0.57928 -3.21346 0.0312 -0.6057 -0.0107 0.231
H -3.53138 3.58448 2.40723 0.5099 0.4682 -0.9381 0.230
H -0.93403 4.18393 -0.98098 1.2031 -0.3440 -0.6760 0.479
H 3.67220 -2.67091 2.91973 0.1854 0.1375 0.0324 0.472
H -0.13416 -5.62481 0.96472 -0.3084 0.2044 -0.0119 0.413
H 3.45612 -2.65181 -4.59994 -0.5184 0.5610 -0.1624 0.521
H 4.55846 2.09785 -1.06122 0.2566 0.2626 -0.1078 0.537
H 0.81899 -2.91957 -2.18746 0.1284 0.3667 -0.1362 0.117
H 1.55304 1.49027 0.33270 -0.4136 -0.2501 0.6634 -0.578
H 2.71102 1.82631 -3.07991 -0.1753 -0.3059 -0.3038 0.604
H -2.42042 -4.81066 4.65955 0.3576 -0.4131 1.1974 0.534
H -1.58390 3.24074 6.43046 0.1875 -0.3010 -1.0255 0.396
H 1.02597 0.67461 3.45433 -0.0700 0.6493 0.4705 0.696
H -2.67684 5.23654 -2.18524 -0.3722 0.2630 -0.1307 0.287
H 3.34249 5.23973 3.40049 0.1380 0.2508 0.1791 0.465
H 2.08201 -2.77351 -6.65570 -0.0695 -1.0691 -1.1445 0.519
H -4.52067 -5.50660 3.67044 -0.1618 0.2715 -0.1530 0.434
H 6.51581 0.77494 -0.84229 0.2671 -0.5385 -0.2770 0.433
H 2.61962 7.63171 3.16481 -1.1921 -0.9128 -0.6159 0.334
H -3.62359 -0.06792 0.14873 -0.1656 -0.3658 0.2335 0.398
H 3.22067 -0.39921 3.79970 1.1047 0.6807 1.0466 0.527
H 1.20781 2.34243 -3.91062 0.3780 -0.4693 0.1297 0.211
H -5.39272 4.63753 1.12796 0.6448 -0.0044 0.0926 0.418
H -1.16172 6.00403 1.50175 0.0365 0.5485 -0.0760 0.483
H -2.10576 0.83866 6.60392 0.5073 0.3145 -1.1245 0.410
H 1.96645 -4.71330 -3.36757 0.2927 0.1286 0.1529 0.492
H 2.05611 -1.27084 -0.33352 0.8729 0.2921 -0.4727 -0.130
```
Positions in Å, forces in eV/Å.

Summary:
* orbital gap: 6.75 eV
* HOMO energy: -12.77 eV
* net charge: +2
* spin multiplicity: 1


The calculation returns the following DFT total energy values, one per record and in order: -4209.2391; -7879.4320 a.u..
The calculation returns the following energy above the lowest of the compared OMol25 structures with the same formula, charge and spin values, one per record and in order: 0.000; 0.000 eV.